# 1
Computed, not measured: a cluster of 2 separate species, C4H11PS2 in total at a distorted geometry, with ωB97M-V with the def2-TZVPD basis set.

Output
Gap between HOMO and LUMO   9.176 eV
Largest force on an atom   4.0 eV Å⁻¹
Structure (SMILES)   CP(S)S.C=CC
M   154.240 Da
LUMO energy   0.62 eV
Highest occupied orbital energy   -0.3143 Eh
Calculated total energy   -1296.68124 Eh

XYZ file:
```
18
Properties=species:S:1:pos:R:3:forces:R:3
C -1.614 -0.948 1.174 3.9 0.5 0.0
P -1.548 0.387 -0.101 0.5 0.0 -0.2
S -3.579 0.846 0.077 -0.3 0.0 -0.5
S -1.138 -0.862 -1.886 -0.7 0.9 -0.5
H -1.480 -0.482 2.222 0.0 -0.9 -1.7
H -2.446 -1.552 1.120 -2.1 -1.2 0.0
H -0.723 -1.626 0.831 -1.3 1.1 1.3
H -3.404 1.881 -0.750 -0.3 0.3 0.0
H -1.137 0.114 -2.921 0.0 -0.9 1.6
C 1.663 1.159 -1.054 2.1 -0.5 -2.0
C 2.128 0.093 -0.415 -0.5 -1.5 -0.6
C 1.910 -0.237 1.011 0.2 -2.0 0.5
H 1.222 2.015 -0.599 -0.4 0.3 0.4
H 1.997 1.237 -2.135 -0.9 0.1 1.3
H 2.568 -0.815 -0.977 -0.5 1.9 0.6
H 1.714 -1.315 1.163 0.5 0.1 -0.4
H 2.739 -0.028 1.639 1.3 0.1 0.3
H 1.128 0.135 1.602 -1.6 1.5 0.0
```
Forces are in eV/Å.

# 2
Computed, not measured: an isolated molecule of C4H6O2 at a distorted geometry, with ωB97M-V with the def2-TZVPD basis set.

Output
Gap between HOMO and LUMO   9.349 eV
Largest force on an atom   1.9 eV Å⁻¹
Structure (SMILES)   C[C@@]12O[C@H]1[C@@H]2O
M   86.090 Da
LUMO energy   0.88 eV
Highest occupied orbital energy   -0.3112 Eh
Calculated total energy   -306.28757 Eh

XYZ file:
```
12
Properties=species:S:1:pos:R:3:forces:R:3
C -1.337 0.607 0.238 -0.3 0.0 0.1
C -0.355 -0.394 -0.290 -0.2 0.9 -0.4
O -0.126 -0.427 -1.732 0.4 0.7 -0.7
C 0.933 -0.778 -0.904 -0.1 -0.8 0.2
C 1.155 0.236 0.084 -0.6 0.1 -0.4
O 1.279 -0.388 1.295 -0.5 -0.3 0.2
H -1.072 0.882 1.263 -0.1 -0.1 -0.1
H -1.278 1.500 -0.402 -0.1 -0.2 0.2
H -2.356 0.224 0.220 0.0 0.0 0.0
H 1.383 -1.759 -0.898 0.0 -0.2 -0.2
H 1.312 1.308 -0.002 0.1 -0.3 -0.1
H 0.461 -1.011 1.127 1.4 0.3 1.3
```
Forces are in eV/Å.

# 3
Computed, not measured: a structure of composition C30H25B2F8MnN5O10 at a distorted geometry, with ωB97M-V with the def2-TZVPD basis set.

Output
Gap between HOMO and LUMO (spin up / spin down)   6.851 / 2.889 eV
Largest force on an atom   4.4 eV Å⁻¹
M   844.101 Da
LUMO energy (spin up / spin down)   -4.96 / -8.92 eV
Highest occupied orbital energy (spin up / spin down)   -0.4339 / -0.4339 Eh
Spin multiplicity   7
Calculated total energy   -4183.56128 Eh
Net charge   +1

XYZ file:
```
81
Properties=species:S:1:pos:R:3:forces:R:3
Mn -4.092 -6.980 9.076 -2.2 0.3 -0.8
B -3.955 -7.612 11.303 -0.1 0.1 3.6
F -3.743 -8.261 12.435 0.8 -0.7 1.3
F -4.274 -6.292 11.462 0.3 1.5 -0.1
F -2.913 -7.713 10.387 3.2 -0.9 -0.1
F -4.998 -8.155 10.638 -2.9 -1.5 -2.4
B -2.158 -5.878 7.757 0.7 0.7 -2.3
F -0.846 -5.974 7.778 3.1 0.0 -0.2
F -2.623 -5.581 8.969 -0.5 2.9 3.3
F -2.588 -5.066 6.727 -0.4 0.4 -0.1
F -2.717 -7.143 7.619 -1.0 -2.9 -1.6
C 0.894 -8.574 9.220 1.4 1.5 -0.8
C 2.294 -8.402 9.097 -0.8 -1.1 1.0
C 3.106 -9.505 9.207 1.2 -0.7 0.0
C 2.593 -10.816 9.233 -1.1 0.2 0.2
C 1.209 -10.966 9.178 0.5 0.4 0.4
C 0.342 -9.818 9.195 0.8 -2.1 -0.1
N 3.509 -12.059 9.308 0.3 0.2 -0.5
O 4.641 -11.818 8.886 -1.1 -0.6 0.7
O 3.103 -13.167 9.689 0.3 2.5 -0.6
H 0.396 -7.616 9.269 -0.9 -0.3 0.0
H 2.761 -7.428 9.102 -0.2 0.1 0.0
H 4.159 -9.315 9.353 0.2 -0.4 -0.3
H 0.866 -11.989 9.218 -0.5 0.0 -0.1
H -0.719 -10.021 9.174 -0.1 0.3 0.2
C -1.632 -1.838 3.819 -0.1 0.3 0.3
C -1.352 -2.670 4.939 -0.4 3.2 -0.7
C -0.915 -1.996 6.091 -0.5 0.5 0.5
C -0.699 -0.564 6.178 -2.1 -0.4 -3.9
C -1.166 0.243 5.053 0.1 -2.6 0.5
C -1.651 -0.429 3.883 1.5 -0.3 1.8
N -0.155 0.135 7.322 0.6 -0.4 0.2
O -0.111 -0.526 8.362 0.2 1.0 -0.4
O 0.289 1.264 7.126 -0.6 -1.2 0.8
H -1.934 -2.318 2.899 -0.2 0.0 -0.1
H -1.720 -3.684 4.886 0.6 -0.2 0.4
H -0.985 -2.621 6.969 0.7 0.3 0.5
H -1.244 1.320 5.083 0.4 0.0 0.2
H -1.913 0.205 3.049 -0.2 -0.3 -0.2
C -3.107 -7.925 4.254 2.7 -0.5 -0.5
C -2.450 -7.449 3.087 -1.6 0.0 1.8
C -1.070 -7.318 3.034 -0.4 1.2 -1.3
C -0.263 -7.746 4.046 -0.6 -0.9 2.3
C -0.831 -8.355 5.173 -1.1 0.3 -0.8
C -2.242 -8.407 5.262 0.5 -0.7 -0.5
N 1.197 -7.737 3.940 0.3 -2.0 -2.4
O 1.673 -6.831 3.224 0.1 -0.8 1.8
O 1.769 -8.796 4.269 -0.6 2.9 -0.1
H -4.181 -8.037 4.291 0.0 0.0 0.1
H -3.141 -7.122 2.324 0.6 0.2 -0.5
H -0.663 -6.773 2.196 0.3 -0.3 -0.2
H -0.226 -8.839 5.925 0.1 0.1 0.0
H -2.604 -9.035 6.063 -0.3 0.4 0.2
C 1.850 -4.105 6.231 0.0 1.0 -0.7
C 2.108 -3.116 7.169 -2.0 -2.2 -1.0
C 3.346 -2.490 7.165 -0.1 1.0 0.8
C 4.276 -2.836 6.212 1.4 -0.6 -1.7
C 4.046 -3.755 5.214 0.3 -0.2 0.3
C 2.758 -4.396 5.159 -0.2 -0.2 2.7
N 5.596 -2.166 6.296 2.8 2.2 -0.2
O 5.913 -1.546 7.309 -1.7 -1.1 0.1
O 6.345 -2.128 5.326 -1.6 -1.3 0.0
H 0.906 -4.626 6.172 -0.2 0.0 0.4
H 1.271 -2.951 7.832 0.4 0.6 0.6
H 3.616 -1.728 7.881 0.0 0.1 0.2
H 4.832 -4.165 4.597 0.2 0.5 -0.3
H 2.485 -5.306 4.644 0.5 0.2 -1.1
C -6.781 -1.375 6.365 -0.6 1.4 0.5
C -5.540 -1.980 6.409 0.6 -0.1 1.0
C -5.317 -3.018 7.304 0.0 -0.3 -0.3
C -6.345 -3.420 8.149 1.2 0.9 -1.0
C -7.538 -2.730 8.168 -0.7 -0.5 0.3
C -7.760 -1.652 7.304 0.1 -2.0 0.4
N -6.040 -4.478 9.076 -2.8 -0.3 2.5
O -6.748 -4.643 10.054 0.2 0.6 -1.0
O -5.094 -5.219 8.891 1.1 -0.2 -1.6
H -7.005 -0.525 5.737 0.4 0.0 -0.4
H -4.660 -1.501 6.005 -0.1 -0.3 -0.9
H -4.375 -3.545 7.338 0.2 0.2 0.0
H -8.301 -3.157 8.802 -0.2 0.5 0.2
H -8.734 -1.188 7.365 0.1 0.3 -0.3
```
Forces are in eV/Å.

# 4
Computed, not measured: a cluster of 2 separate species, C6H9N4OP in total at a distorted geometry, with ωB97M-V with the def2-TZVPD basis set.

Output
Gap between HOMO and LUMO (spin up / spin down)   7.459 / 7.464 eV
Largest force on an atom   5.5 eV Å⁻¹
M   184.139 Da
LUMO energy (spin up / spin down)   -0.58 / -0.57 eV
Highest occupied orbital energy (spin up / spin down)   -0.2953 / -0.2954 Eh
Calculated total energy   -869.53584 Eh

XYZ file:
```
21
Properties=species:S:1:pos:R:3:forces:R:3
C 1.045 1.522 1.222 0.8 -1.6 1.4
C -2.851 -0.932 -3.235 0.0 0.7 0.3
C -2.172 1.064 -2.946 -0.9 -5.4 0.7
C 2.875 -0.218 0.837 0.6 3.2 3.4
C -0.356 0.466 -1.237 -0.8 -3.3 -0.7
C 1.593 0.251 1.511 -2.2 -0.8 -2.7
N 0.539 2.543 1.136 -0.7 1.7 -0.6
N -3.026 0.363 -3.667 0.1 -0.8 -0.6
N -2.041 -1.052 -2.226 1.6 1.0 0.1
N -1.561 0.216 -2.066 0.6 1.1 0.0
O -1.613 -0.214 0.784 0.0 0.1 -0.1
P -0.346 -0.913 0.012 0.7 1.1 1.5
H -3.154 -1.877 -3.634 -1.1 0.2 -0.6
H -2.090 2.057 -3.023 0.8 3.6 0.0
H 3.564 0.691 0.638 -0.9 -1.6 0.5
H 3.241 -0.861 1.645 0.9 -0.4 -1.1
H 2.606 -0.619 -0.059 0.0 -1.7 -2.4
H -0.513 1.269 -0.618 -0.1 2.5 1.0
H 0.577 0.432 -1.788 0.0 0.4 -0.3
H 1.144 -0.335 2.303 0.3 0.4 0.3
H -2.181 -0.667 1.416 0.4 -0.4 -0.1
```
Forces are in eV/Å.

- Which value of largest force on an atom does entry 2 give?
  1.9 eV Å⁻¹

- Which value of calculated total energy does entry 1 give?
  -1296.68124 Eh

- Which value of calculated total energy does entry 3 give?
  -4183.56128 Eh

- Which formula does entry 2 have?
  C4H6O2